Record 1
ORCA calculation (ωB97M-V with the def2-TZVPD basis set) on C18H23NO4 in the gas phase.

CARTESIAN COORDINATES (ANGSTROEM)
C1 4.137 -1.274 0.626
C2 3.875 -2.353 1.673
C3 4.500 -1.963 3.009
C4 2.370 -2.605 1.841
C5 1.786 -3.272 0.616
O1 2.281 -4.259 0.116
N1 0.603 -2.798 0.110
C6 -0.154 -1.659 0.389
C7 0.428 -0.403 0.553
C8 -0.360 0.709 0.781
C9 -1.747 0.591 0.848
C10 -2.642 1.745 1.074
O2 -3.699 1.654 1.649
C11 -2.152 3.103 0.566
O3 -1.350 3.028 -0.605
C12 -1.888 2.348 -1.628
O4 -2.968 1.821 -1.562
C13 -0.989 2.269 -2.831
C14 0.352 3.018 -2.773
C15 1.093 1.681 -2.618
C16 -0.218 0.926 -2.872
C17 -2.328 -0.666 0.676
C18 -1.545 -1.773 0.436
H1 5.206 -1.166 0.456
H2 3.669 -1.535 -0.321
H3 3.752 -0.311 0.961
H4 4.325 -3.289 1.326
H5 4.362 -2.750 3.746
H6 5.567 -1.789 2.891
H7 4.045 -1.050 3.391
H8 2.230 -3.323 2.655
H9 1.842 -1.691 2.105
H10 0.169 -3.453 -0.532
H11 1.496 -0.292 0.464
H12 0.114 1.670 0.910
H13 -3.034 3.726 0.381
H14 -1.528 3.578 1.327
H15 -1.603 2.456 -3.713
H16 0.581 3.536 -3.701
H17 0.455 3.712 -1.943
H18 1.491 1.523 -1.619
H19 1.881 1.498 -3.344
H20 -0.268 0.442 -3.844
H21 -0.509 0.208 -2.107
H22 -3.403 -0.746 0.719
H23 -2.002 -2.740 0.286

## Properties
Structure (SMILES) ... CC(C)CC(=O)Nc1ccc(C(=O)COC(=O)C2CCC2)cc1
Relative energy (zero: lowest compared OMol25 entry of this formula, charge and spin) ... 25.4 kcal per mole
Highest occupied orbital energy ... -9.012 eV
LUMO level ... 0.198 eV
Calculated total energy ... -1055.42690 Eh
Orbital gap ... 0.338 hartree

***

Record 2
ORCA calculation (ωB97M-V with the def2-TZVPD basis set) on 9 unconnected molecules or ions with the total composition H20O10 at a distorted geometry.

CARTESIAN COORDINATES (ANGSTROEM)
H1 -0.552 0.285 0.541
H2 0.914 -0.375 0.417
H3 -0.844 0.330 5.085
H4 -0.985 -1.006 4.275
H5 -1.988 3.525 -0.594
H6 -0.913 4.515 -0.921
H7 2.786 0.150 -1.720
H8 1.693 -0.830 -1.495
H9 3.720 -2.741 -0.943
H10 3.867 -3.911 -0.001
H11 -2.665 2.216 -4.269
H12 -1.441 1.672 -3.427
H13 -1.240 -1.732 2.072
H14 -1.814 -0.353 2.197
H15 -3.827 -1.713 -0.342
H16 -4.276 -0.268 -0.616
H17 -2.428 -1.756 -2.963
H18 -1.484 -0.924 -2.183
H19 5.961 0.908 2.163
H20 5.035 1.116 0.957
O1 0.205 -0.196 1.064
O2 -0.978 -0.552 5.151
O3 -1.232 3.942 -0.201
O4 2.108 -0.001 -1.035
O5 4.266 -2.995 -0.194
O6 -2.385 1.886 -3.352
O7 -0.983 -0.821 2.003
O8 -3.559 -0.816 -0.631
O9 -2.097 -0.849 -2.873
O10 5.133 1.291 1.835

## Properties
Relative energy (zero: lowest compared OMol25 entry of this formula, charge and spin) ... 218.1 kcal per mole
Highest occupied orbital energy ... -7.464 eV
LUMO level ... -0.211 eV
Calculated total energy ... -764.13440 Eh
Orbital gap ... 0.267 hartree

***

Record 3
ORCA calculation (ωB97M-V with the def2-TZVPD basis set) on a gas-phase ion, C30H59BN5O (charge +1) at a distorted geometry.

CARTESIAN COORDINATES (ANGSTROEM)
C1 -5.146 -4.542 -1.485
C2 -4.417 -4.302 -0.165
C3 -4.089 -5.576 0.619
C4 -3.376 -6.669 -0.181
C5 -2.207 -6.165 -1.020
C6 -1.133 -5.436 -0.196
C7 0.231 -5.439 -0.897
C8 0.251 -4.367 -2.001
C9 0.285 -2.941 -1.432
C10 -0.345 -1.941 -2.409
C11 -0.914 -0.687 -1.751
C12 0.119 0.061 -0.872
C13 0.501 1.427 -1.361
C14 1.821 1.664 -1.745
B1 2.985 0.559 -1.666
O1 3.054 -0.435 -2.600
N1 3.941 0.717 -0.585
C15 5.295 0.308 -0.974
C16 3.528 0.089 0.688
N2 2.199 2.852 -2.180
N3 1.286 3.786 -2.257
C17 1.774 5.109 -2.761
C18 3.137 4.971 -3.449
C19 4.347 5.566 -2.804
N4 3.248 4.398 -4.579
C20 -0.003 3.669 -1.900
N5 -0.892 4.750 -1.973
C21 -0.448 2.429 -1.427
C22 -1.869 2.276 -0.985
C23 -2.036 2.097 0.563
C24 -0.875 2.623 1.393
C25 -1.101 2.434 2.913
C26 -0.477 3.613 3.653
C27 -0.444 3.503 5.196
C28 -0.744 2.126 5.771
C29 0.402 1.077 5.694
C30 1.668 1.501 4.951
H1 -5.140 -3.627 -2.076
H2 -4.711 -5.334 -2.085
H3 -6.193 -4.783 -1.315
H4 -5.086 -3.704 0.454
H5 -3.522 -3.701 -0.321
H6 -5.032 -5.982 0.985
H7 -3.480 -5.334 1.490
H8 -4.090 -7.137 -0.856
H9 -3.000 -7.444 0.485
H10 -1.725 -6.955 -1.594
H11 -2.589 -5.452 -1.751
H12 -1.482 -4.421 -0.020
H13 -1.003 -5.919 0.775
H14 1.028 -5.234 -0.187
H15 0.381 -6.401 -1.376
H16 1.149 -4.488 -2.607
H17 -0.589 -4.531 -2.671
H18 -0.142 -2.866 -0.434
H19 1.344 -2.686 -1.331
H20 0.334 -1.662 -3.213
H21 -1.180 -2.440 -2.899
H22 -1.754 -0.965 -1.115
H23 -1.324 -0.052 -2.530
H24 -0.308 0.216 0.115
H25 0.981 -0.581 -0.726
H26 3.036 -1.319 -2.222
H27 5.533 0.612 -1.990
H28 6.013 0.808 -0.330
H29 5.435 -0.773 -0.916
H30 2.473 -0.159 0.727
H31 4.126 -0.804 0.869
H32 3.750 0.766 1.514
H33 1.871 5.786 -1.918
H34 1.110 5.504 -3.517
H35 4.252 5.543 -1.719
H36 5.242 5.054 -3.124
H37 4.424 6.608 -3.112
H38 2.350 4.058 -4.929
H39 -0.811 5.370 -1.176
H40 -0.831 5.257 -2.844
H41 -2.374 3.195 -1.247
H42 -2.364 1.495 -1.541
H43 -2.261 1.050 0.758
H44 -2.907 2.686 0.832
H45 0.064 2.124 1.169
H46 -0.774 3.687 1.171
H47 -0.603 1.502 3.168
H48 -2.169 2.328 3.091
H49 -1.047 4.501 3.380
H50 0.521 3.756 3.239
H51 0.520 3.871 5.537
H52 -1.178 4.196 5.602
H53 -1.664 1.711 5.372
H54 -0.946 2.278 6.830
H55 0.712 0.850 6.712
H56 0.038 0.132 5.298
H57 2.364 0.661 4.962
H58 2.182 2.307 5.463
H59 1.490 1.737 3.905

## Properties
Net charge ... +1
Highest occupied orbital energy ... -11.688 eV
LUMO level ... -3.714 eV
Calculated total energy ... -1552.15249 Eh
Orbital gap ... 0.293 hartree

***

Record 4
ORCA calculation (ωB97M-V with the def2-TZVPD basis set) on C4H9NO2 in the gas phase.

CARTESIAN COORDINATES (ANGSTROEM)
C1 1.085 1.478 -0.747
C2 0.674 0.207 0.079
C3 -0.165 0.588 1.290
O1 -0.973 -0.581 1.250
C4 -0.609 -0.937 -0.065
N1 -0.569 -2.357 -0.127
O2 -1.443 -0.493 -1.080
H1 1.742 2.108 -0.116
H2 1.669 1.303 -1.656
H3 0.259 2.159 -1.009
H4 1.601 -0.306 0.349
H5 0.330 0.684 2.257
H6 -0.782 1.475 1.096
H7 -1.104 -2.783 -0.876
H8 -0.736 -2.830 0.755
H9 -0.979 0.286 -1.399

## Properties
Structure (SMILES) ... C[C@H]1CO[C@@]1(N)O
Relative energy (zero: lowest compared OMol25 entry of this formula, charge and spin) ... 55.1 kcal per mole
Highest occupied orbital energy ... -9.362 eV
LUMO level ... 0.918 eV
Calculated total energy ... -362.99778 Eh
Orbital gap ... 0.378 hartree

***

Record 5
ORCA calculation (ωB97M-V with the def2-TZVPD basis set) on C5H8O3S2 in the gas phase at a distorted geometry.

CARTESIAN COORDINATES (ANGSTROEM)
C1 -0.288 0.740 -0.193
C2 -1.451 -0.042 0.242
C3 2.246 -0.494 -0.199
C4 -2.814 0.600 0.229
C5 2.029 -1.917 0.029
O1 -0.321 1.876 -0.818
O2 1.891 1.961 0.591
O3 2.807 0.085 -1.058
S1 -0.719 -0.709 -1.200
S2 1.278 0.645 0.910
H1 -1.218 -0.624 1.161
H2 -3.598 0.121 -0.476
H3 -2.535 1.649 -0.130
H4 -3.281 0.701 1.294
H5 0.900 -2.090 -0.270
H6 1.942 -2.156 1.176
H7 2.604 -2.543 -0.659
H8 0.528 2.196 -0.628

## Properties
Relative energy (zero: lowest compared OMol25 entry of this formula, charge and spin) ... 15.6 kcal per mole
Highest occupied orbital energy ... -9.102 eV
LUMO level ... 0.143 eV
Calculated total energy ... -1217.30643 Eh
Orbital gap ... 0.340 hartree

***

Record 6
ORCA calculation (ωB97M-V with the def2-TZVPD basis set) on 2 unconnected molecules or ions with the total composition C3H7O3 at a distorted geometry.

CARTESIAN COORDINATES (ANGSTROEM)
C1 -0.834 1.444 0.282
C2 0.555 1.280 1.011
O1 0.566 0.628 2.092
O2 1.568 1.809 0.510
H1 -0.631 2.188 -0.506
H2 -1.560 1.807 1.008
H3 -1.115 0.430 -0.014
C3 0.179 -1.555 -1.140
O3 0.399 -2.310 0.043
H4 0.401 -1.743 0.862
H5 0.990 -0.805 -1.258
H6 -0.652 -0.884 -0.949
H7 0.134 -2.291 -1.941

## Properties
Relative energy (zero: lowest compared OMol25 entry of this formula, charge and spin) ... 30.2 kcal per mole
Net charge ... -1
Highest occupied orbital energy ... -3.936 eV
LUMO level ... 4.011 eV
Calculated total energy ... -344.26210 Eh
Orbital gap ... 0.292 hartree

***

Record 7
ORCA calculation (ωB97M-V with the def2-TZVPD basis set) on a molecular structure, C26H35BrCl2N2O4SeSiY at a distorted geometry.

CARTESIAN COORDINATES (ANGSTROEM)
Y1 -0.470 -0.061 0.023
C1 2.890 1.555 0.948
O1 1.569 1.802 0.489
C2 1.468 3.061 -0.169
C3 0.021 3.549 -0.057
O2 -0.925 2.562 -0.441
C4 -1.489 2.722 -1.738
C5 -0.503 2.384 -2.857
O3 0.315 1.285 -2.469
C6 0.949 0.743 -3.622
H1 3.200 2.328 1.658
H2 3.600 1.540 0.115
H3 2.884 0.586 1.445
H4 1.781 2.949 -1.215
H5 2.107 3.804 0.326
H6 -0.115 4.458 -0.651
H7 -0.185 3.769 0.998
H8 -1.865 3.743 -1.868
H9 -2.332 2.026 -1.772
H10 0.141 3.247 -3.088
H11 -1.076 2.124 -3.755
H12 0.207 0.243 -4.253
H13 1.701 0.031 -3.293
H14 1.437 1.540 -4.198
Br1 4.228 -4.688 3.753
C7 2.759 -3.860 2.861
C8 2.025 -4.587 1.918
C9 1.015 -3.976 1.226
C10 0.678 -2.608 1.416
O4 -0.224 -2.057 0.683
C11 1.377 -1.916 2.462
C12 0.962 -0.634 2.924
N1 0.169 0.154 2.272
C13 -0.321 1.321 2.857
C14 0.344 2.102 3.782
C15 -0.254 3.260 4.295
C16 -1.515 3.637 3.911
C17 -2.226 2.872 2.961
C18 -3.527 3.191 2.520
C19 -4.131 2.399 1.581
C20 -3.411 1.329 1.029
N2 -2.200 0.996 1.415
C21 -1.611 1.726 2.398
C22 2.413 -2.567 3.156
H15 2.264 -5.625 1.747
H16 0.442 -4.534 0.502
H17 1.286 -0.372 3.936
H18 1.342 1.838 4.105
H19 0.293 3.851 5.016
H20 -1.982 4.513 4.336
H21 -4.022 4.058 2.928
H22 -5.135 2.597 1.242
H23 -3.847 0.734 0.233
H24 2.943 -2.025 3.922
Cl1 3.855 -2.539 -2.544
C23 3.463 -2.087 -0.887
Cl2 2.098 -0.917 -0.860
H25 4.327 -1.606 -0.429
H26 3.152 -2.972 -0.335
C24 -2.270 -2.489 -4.673
Si1 -1.659 -2.771 -2.888
C25 -2.639 -4.101 -1.936
C26 0.229 -3.085 -2.821
Se1 -2.107 -0.689 -1.823
H27 -2.435 -3.436 -5.174
H28 -1.553 -1.920 -5.258
H29 -3.205 -1.938 -4.670
H30 -2.663 -5.041 -2.477
H31 -3.665 -3.772 -1.787
H32 -2.203 -4.283 -0.956
H33 0.469 -4.022 -3.311
H34 0.579 -3.151 -1.795
H35 0.785 -2.299 -3.324

## Properties
Relative energy (zero: lowest compared OMol25 entry of this formula, charge and spin) ... 40.8 kcal per mole
Net charge ... +1
Highest occupied orbital energy ... -10.264 eV
LUMO level ... -3.372 eV
Calculated total energy ... -7645.85200 Eh
Orbital gap ... 0.253 hartree

***

Record 8
ORCA calculation (ωB97M-V with the def2-TZVPD basis set) on a molecular structure, C41H37CeGeIN3O8S at a distorted geometry.

CARTESIAN COORDINATES (ANGSTROEM)
Ce1 -8.925 13.528 13.124
O1 -9.595 11.281 13.313
C1 -9.425 10.178 14.047
C2 -9.989 8.918 13.709
C3 -9.715 7.740 14.450
C4 -8.921 7.846 15.590
C5 -8.487 9.092 15.983
C6 -8.724 10.268 15.313
C7 -8.106 11.433 15.969
N1 -8.075 12.635 15.528
C8 -7.184 13.552 16.202
C9 -7.551 14.964 15.858
N2 -7.365 15.136 14.420
C10 -6.511 15.954 14.108
C11 -6.105 16.226 12.783
C12 -4.964 17.105 12.550
C13 -4.558 17.480 11.292
C14 -5.275 17.076 10.199
C15 -6.445 16.326 10.356
C16 -6.832 15.776 11.608
O2 -7.801 14.914 11.730
H1 -10.644 8.868 12.821
H2 -10.177 6.840 14.070
H3 -8.722 6.982 16.222
H4 -8.005 9.201 16.960
H5 -7.489 11.121 16.754
H6 -6.132 13.300 15.843
H7 -7.260 13.484 17.283
H8 -6.925 15.609 16.505
H9 -8.646 15.205 16.029
H10 -5.928 16.395 14.916
H11 -4.570 17.572 13.439
H12 -3.627 18.135 11.126
H13 -4.961 17.443 9.201
H14 -7.178 16.101 9.544
C17 -13.175 14.840 13.285
S1 -11.509 15.286 13.205
O3 -10.816 14.750 14.394
O4 -11.513 16.692 12.973
O5 -10.936 14.410 12.107
H15 -13.730 15.601 12.698
H16 -13.575 14.930 14.252
H17 -13.486 13.825 12.934
I1 -5.649 11.272 11.967
C18 -7.236 10.590 10.819
C19 -7.315 9.235 10.559
C20 -8.476 8.846 9.874
C21 -9.315 9.731 9.285
C22 -9.014 11.067 9.534
N3 -8.059 11.464 10.368
H18 -6.652 8.487 10.926
H19 -8.618 7.767 9.739
H20 -10.183 9.504 8.680
H21 -9.666 11.845 9.061
O6 -11.749 15.128 17.882
C23 -10.847 14.219 18.363
C24 -9.608 14.774 18.847
C25 -8.624 13.965 19.360
C26 -8.822 12.588 19.415
C27 -10.016 12.042 18.921
C28 -11.068 12.846 18.446
C29 -12.279 12.339 17.751
O7 -13.227 13.107 17.521
O8 -12.349 11.063 17.585
H22 -12.594 14.711 17.934
H23 -9.461 15.827 18.723
H24 -7.627 14.294 19.583
H25 -8.036 11.937 19.751
H26 -10.168 11.014 19.022
Ge1 -13.743 10.210 16.841
C30 -13.792 10.550 14.902
C31 -12.781 10.944 14.049
C32 -12.878 10.824 12.687
C33 -14.053 10.373 12.076
C34 -15.021 9.821 12.931
C35 -14.897 9.919 14.319
C36 -13.554 8.271 16.990
C37 -12.368 7.637 16.741
C38 -12.240 6.279 16.789
C39 -13.314 5.510 17.193
C40 -14.543 6.193 17.424
C41 -14.678 7.580 17.389
H27 -15.060 10.468 17.515
H28 -11.839 11.370 14.381
H29 -12.085 11.154 12.005
H30 -14.116 10.356 11.021
H31 -15.952 9.388 12.571
H32 -15.728 9.480 14.873
H33 -11.557 8.255 16.482
H34 -11.317 5.790 16.687
H35 -13.067 4.484 17.440
H36 -15.456 5.590 17.646
H37 -15.581 8.057 17.724

## Properties
2S+1 ... 2
⟨S²⟩ ... 0.75
Highest occupied orbital energy (alpha / beta) ... -7.832 / -7.834 eV
LUMO level (alpha / beta) ... 0.028 / 0.037 eV
Calculated total energy ... -5598.82012 Eh
Orbital gap (alpha / beta) ... 0.289 / 0.289 hartree